10
Properties=species:S:1:pos:R:3:mulliken_charge:R:1 method="wB97M-V/def2-TZVPD" charge=0 homo_lumo_gap_ev=7.97 smiles="SC1(S)C=NSS1" e_homo_ev=-8.38
C -0.273 0.128 0.884 -0.238
C 0.231 -0.352 -0.416 0.326
N -1.529 0.192 1.125 -0.369
S -1.068 -0.732 -1.424 -0.104
S -2.549 0.024 -0.102 0.058
S 1.257 1.438 -1.022 -0.179
S 1.611 -1.474 -0.209 -0.166
H 0.469 0.249 1.777 0.341
H 0.275 1.873 -1.879 0.154
H 1.576 -1.345 1.266 0.176

17
Properties=species:S:1:pos:R:3:mulliken_charge:R:1 method="wB97M-V/def2-TZVPD" charge=0 homo_lumo_gap_ev=9.92 smiles="N=C=O.CC=O.C=C" e_homo_ev=-9.84
C 1.234 0.955 -0.660 0.428
C 2.490 0.414 -1.246 -1.089
C -0.483 -1.443 0.177 0.693
C -1.410 0.168 1.226 -0.751
C -2.406 0.552 0.420 -0.480
O -0.015 -1.064 -0.866 -0.504
O 1.077 1.162 0.543 -0.633
N -0.646 -2.463 0.855 -0.599
H -0.368 0.722 1.045 0.405
H 0.508 1.353 -1.384 0.310
H -1.089 -2.445 1.756 0.273
H -1.626 -0.089 2.257 0.489
H 3.103 -0.055 -0.478 0.293
H 3.044 1.234 -1.713 0.347
H 2.242 -0.305 -2.026 0.323
H -3.448 0.498 0.706 0.270
H -2.206 0.805 -0.613 0.225

18
Properties=species:S:1:pos:R:3:mulliken_charge:R:1 method="wB97M-V/def2-TZVPD" charge=0 homo_lumo_gap_ev=9.10 smiles="O=C1CSC(c2cccnc2)=N1" e_homo_ev=-9.74
C 0.761 -0.951 -2.419 0.270
C 1.579 0.342 -2.489 -0.274
C 0.196 -0.053 -0.430 0.458
C -0.465 0.042 0.877 0.444
C -1.310 -0.995 1.290 -0.207
C -1.932 -0.888 2.531 -0.458
C -1.673 0.243 3.307 -0.220
C -0.289 1.118 1.738 -0.257
H 2.648 0.074 -2.597 0.309
H 1.259 0.888 -3.335 0.332
H -1.462 -1.831 0.619 0.488
H -2.612 -1.657 2.899 0.360
H -2.154 0.355 4.265 0.375
H 0.391 1.957 1.439 0.242
N 0.027 -1.060 -1.205 -0.526
N -0.864 1.233 2.920 -0.614
O 0.754 -1.762 -3.284 -0.521
S 1.285 1.247 -0.966 -0.201

11
Properties=species:S:1:pos:R:3:mulliken_charge:R:1 method="wB97M-V/def2-TZVPD" charge=+1 homo_lumo_gap_ev=10.78 smiles=N[n+]1cn[nH]c1 e_homo_ev=-14.78
C -0.499 -1.183 0.113 0.003
C -0.213 1.070 0.170 0.106
N -1.644 -0.626 0.093 -0.517
N -1.493 0.676 0.089 0.220
N 0.449 -0.091 0.082 0.485
N 1.733 -0.294 0.082 -0.851
H -0.149 -2.222 0.173 0.377
H -0.009 2.112 -0.042 0.374
H -2.337 1.228 -0.010 0.236
H 1.844 -1.112 -0.452 0.275
H 2.317 0.442 -0.297 0.292

15
Properties=species:S:1:pos:R:3:mulliken_charge:R:1 method="wB97M-V/def2-TZVPD" charge=0 homo_lumo_gap_ev="7.57 / 7.57" e_homo_ev="-7.76 / -7.76"
C 0.321 -2.112 0.530 -0.847
C -0.860 -1.526 0.395 0.244
C 0.082 1.987 0.603 -0.690
C 0.131 1.196 -0.600 -0.083
C -1.097 -0.808 -0.830 -0.854
O 2.548 1.741 -0.514 -0.607
S 1.665 0.867 0.295 0.449
H 0.629 -2.602 1.479 0.242
H 0.979 -1.990 -0.339 0.306
H -1.766 -1.531 1.093 0.278
H -0.058 3.043 0.578 0.347
H -0.310 1.469 1.617 0.194
H 0.313 1.667 -1.578 0.330
H -0.532 -1.063 -1.720 0.329
H -2.046 -0.339 -1.010 0.362

81
Properties=species:S:1:pos:R:3:mulliken_charge:R:1 method="wB97M-V/def2-TZVPD" charge=-1 homo_lumo_gap_ev=6.98 e_homo_ev=-5.61
C -0.628 1.320 -0.202 0.199
O -1.880 1.705 -0.501 -0.765
O -0.643 -0.060 0.120 0.493
O 0.325 2.040 -0.292 -0.508
H -1.460 -0.589 0.343 -0.058
C 2.475 -0.800 -2.872 -0.561
C 3.833 -1.569 -2.830 -0.476
C 4.940 -0.937 -1.977 -0.685
C 4.510 0.184 -1.087 0.240
C 3.189 0.758 -1.135 -1.063
C 2.185 0.116 -2.051 0.306
N 5.548 0.742 -0.233 0.954
O 5.359 1.932 0.175 -0.540
O 6.651 0.192 -0.095 -0.604
H 1.642 -1.155 -3.445 0.553
H 3.876 -2.379 -3.586 0.405
H 5.888 -1.513 -2.051 0.357
H 2.901 1.553 -0.543 1.023
H 1.122 0.302 -2.187 0.094
C 2.631 3.375 3.052 -0.841
C 3.146 2.983 4.318 -0.489
C 2.991 1.459 4.718 -0.732
C 2.562 0.500 3.587 -0.219
C 2.127 0.951 2.164 1.133
C 2.106 2.488 2.126 -0.215
N 2.531 -0.964 3.866 0.892
O 2.214 -1.450 4.929 -0.545
O 2.692 -1.741 2.819 -0.553
H 2.795 4.396 2.739 0.381
H 3.466 3.651 5.114 0.379
H 3.237 0.996 5.715 0.363
H 1.804 0.423 1.139 0.050
H 1.744 3.036 1.261 0.361
C -1.921 1.784 3.560 0.551
O -1.625 0.988 4.457 -0.696
N -3.118 2.452 3.433 0.041
C -3.371 3.511 2.440 -1.490
C -4.171 2.074 4.400 -1.077
H -1.469 1.960 2.585 -0.005
H -3.928 3.045 1.884 0.743
H -2.588 3.499 1.770 0.594
H -3.899 4.432 2.844 0.288
H -4.288 0.963 4.638 0.248
H -4.981 2.686 4.244 0.431
H -3.623 2.297 5.275 0.373
C -0.735 2.318 -4.245 0.156
O -0.190 3.216 -4.857 -0.634
N -1.150 1.067 -4.740 0.285
C -1.888 0.235 -3.871 -0.567
C -1.128 0.783 -6.163 -1.082
H -1.043 2.293 -3.088 0.269
H -1.717 -0.826 -4.157 0.389
H -2.986 0.423 -3.668 0.165
H -1.255 0.367 -2.989 -0.166
H -0.246 0.654 -6.282 0.516
H -1.447 1.679 -6.791 0.283
H -1.817 -0.128 -6.470 0.286
C -3.522 -0.786 -0.861 0.110
O -3.537 -1.535 -1.881 -0.670
N -3.237 -1.407 0.342 -0.126
C -3.459 -0.667 1.584 -1.649
C -2.919 -2.779 0.379 -0.795
H -3.846 0.254 -0.972 0.442
H -4.131 -1.259 2.080 0.614
H -3.464 0.414 1.491 0.458
H -2.645 -0.741 2.093 0.676
H -3.623 -3.357 -0.223 0.347
H -2.941 -3.079 1.454 0.331
H -1.932 -3.016 -0.063 0.072
C -0.125 -3.069 -2.042 -0.593
O -0.557 -3.671 -2.962 -0.688
N 0.525 -3.790 -1.146 0.319
C 1.046 -2.974 0.063 -0.911
C 0.867 -5.242 -1.353 -1.241
H -0.402 -2.139 -1.852 1.144
H 0.698 -3.095 0.984 0.454
H 1.026 -1.868 -0.093 0.012
H 2.167 -3.254 0.046 0.309
H 0.012 -5.699 -2.022 0.267
H 0.935 -5.708 -0.530 0.489
H 1.769 -5.250 -1.827 0.399

17
Properties=species:S:1:pos:R:3:mulliken_charge:R:1 method="wB97M-V/def2-TZVPD" charge=0 homo_lumo_gap_ev=8.47 e_homo_ev=-7.47
C 0.046 -1.924 1.594 -1.249
C -0.233 -0.487 1.170 -0.330
C 0.496 -0.110 -0.110 -0.606
N 0.150 1.251 -0.505 -0.170
C 0.207 1.676 -1.906 -0.331
C -1.183 1.599 -1.395 -0.496
H -0.254 -2.632 0.813 0.334
H -0.510 -2.175 2.502 0.346
H 1.111 -2.080 1.798 0.320
H -1.307 -0.334 1.008 0.317
H 0.074 0.205 1.966 0.309
H 0.181 -0.762 -0.936 0.341
H 1.584 -0.237 0.011 0.296
H 0.706 2.630 -2.089 0.220
H 0.639 0.871 -2.507 0.178
H -0.138 1.918 0.189 0.428
H -1.569 0.590 -1.606 0.094

84
Properties=species:S:1:pos:R:3:mulliken_charge:R:1 method="wB97M-V/def2-TZVPD" charge=+1 homo_lumo_gap_ev=8.18 e_homo_ev=-11.83
C 2.100 -0.794 4.423 -0.166
C 1.372 -1.587 3.584 -0.434
N 0.868 -2.190 2.295 0.645
C 1.562 -3.206 1.406 0.304
C 3.009 -3.820 1.788 -0.705
C 0.564 -3.466 0.192 0.066
N -0.682 -2.647 0.362 0.429
C -0.432 -1.911 1.625 -0.233
C -1.663 -0.926 2.111 -0.733
C -2.777 -1.932 2.775 0.043
C -4.252 -1.275 2.938 -1.025
Br -1.984 -2.599 4.486 -0.113
H 2.696 -0.142 5.203 0.433
H 3.000 -4.937 2.094 0.203
H 3.515 -3.223 2.642 0.292
H 3.696 -3.737 0.848 0.216
H 0.740 -4.202 -0.682 -0.378
H -1.538 -2.585 -0.220 0.177
H -1.176 -0.215 2.907 0.347
H -2.085 -0.292 1.240 0.343
H -2.867 -2.850 2.043 0.376
H -4.964 -2.142 3.297 0.335
H -4.719 -0.867 1.961 0.333
H -4.266 -0.473 3.772 0.228
C -1.279 -3.683 -3.762 0.301
Cl -0.675 -5.255 -3.180 -0.071
Cl -1.893 -3.872 -5.420 -0.053
Cl -2.595 -3.118 -2.702 -0.199
Cl 0.039 -2.488 -3.750 0.061
C 2.905 -0.467 -1.345 0.123
Cl 1.720 -0.116 -2.623 0.020
Cl 3.346 1.045 -0.515 -0.106
Cl 2.182 -1.599 -0.172 0.175
Cl 4.361 -1.196 -2.063 -0.118
C 0.778 0.503 -6.750 0.143
Cl 1.127 0.736 -8.479 -0.088
Cl 0.041 -1.098 -6.504 -0.037
Cl 2.293 0.608 -5.821 -0.085
Cl -0.346 1.766 -6.196 0.099
C 2.454 1.636 8.314 0.285
Cl 0.798 2.249 8.523 -0.085
Cl 2.778 0.375 9.526 -0.086
Cl 2.630 0.948 6.679 -0.171
Cl 3.612 2.971 8.522 0.022
C 3.224 -7.404 -0.328 0.282
Cl 4.644 -6.409 0.072 -0.088
Cl 3.722 -8.749 -1.378 -0.081
Cl 2.512 -8.051 1.169 -0.090
Cl 2.015 -6.406 -1.176 -0.060
C 7.277 3.823 7.437 0.367
Cl 6.805 2.133 7.732 -0.091
Cl 6.022 4.912 8.077 -0.118
Cl 8.823 4.157 8.253 -0.056
Cl 7.458 4.092 5.687 -0.095
C -3.162 3.733 -9.020 0.331
Cl -2.864 4.385 -7.390 -0.072
Cl -4.910 3.499 -9.254 -0.091
Cl -2.549 4.878 -10.236 -0.092
Cl -2.325 2.173 -9.198 -0.068
C -1.890 3.691 -2.943 0.211
Cl -1.276 2.133 -2.338 -0.002
Cl -2.506 3.483 -4.599 -0.045
Cl -3.206 4.260 -1.888 -0.099
Cl -0.573 4.887 -2.946 -0.109
C -5.815 -3.234 -6.816 0.291
Cl -6.160 -4.801 -7.586 -0.087
Cl -4.828 -2.239 -7.912 -0.085
Cl -7.345 -2.394 -6.468 -0.092
Cl -4.927 -3.502 -5.297 -0.045
C 10.959 6.969 6.326 0.325
Cl 10.630 5.396 5.562 -0.062
Cl 11.973 7.953 5.245 -0.097
Cl 9.422 7.813 6.630 -0.079
Cl 11.811 6.713 7.868 -0.087
C -8.710 1.107 -4.027 0.266
Cl -7.317 2.143 -3.633 -0.064
Cl -8.173 -0.241 -5.058 -0.001
Cl -9.412 0.462 -2.525 -0.105
Cl -9.935 2.065 -4.891 -0.092
C -4.684 3.733 2.307 0.238
Cl -6.457 3.843 2.397 -0.094
Cl -4.154 2.160 2.951 -0.074
Cl -4.164 3.884 0.611 -0.017
Cl -3.959 5.042 3.268 -0.089

7
Properties=species:S:1:pos:R:3:mulliken_charge:R:1 method="wB97M-V/def2-TZVPD" charge=0 homo_lumo_gap_ev=10.49 smiles="C=O.O" e_homo_ev=-10.69
O -0.610 0.916 -0.532 -0.462
C 0.000 0.000 0.000 -0.129
H -0.507 -0.914 0.393 0.301
H 1.101 0.074 0.163 0.238
O -2.058 1.529 1.386 -0.668
H -1.912 0.664 1.831 0.283
H -1.405 1.544 0.650 0.436

63
Properties=species:S:1:pos:R:3:mulliken_charge:R:1 method="wB97M-V/def2-TZVPD" charge=0 homo_lumo_gap_ev=9.09 smiles="NC(N)=O.NC(N)=O.NC(N)=O.CCO.CO.CO.CO.CO.CO" e_homo_ev=-9.10
C -9.571 18.872 -14.828 -1.495
C -9.820 17.754 -13.830 1.302
O -10.968 17.027 -14.237 -0.195
H -10.548 19.325 -15.065 0.483
H -9.274 18.358 -15.759 0.350
H -8.909 19.677 -14.457 0.139
H -9.911 18.283 -12.880 -0.012
H -8.874 17.196 -13.742 -0.287
H -11.096 16.441 -13.464 -0.050
C -8.152 17.105 -10.568 0.246
O -9.268 16.371 -11.027 -0.745
N -8.298 18.091 -9.750 -0.407
N -6.990 16.994 -11.081 -0.239
H -9.224 18.256 -9.211 0.255
H -7.517 18.624 -9.488 0.243
H -6.799 16.397 -11.911 0.249
H -6.280 17.004 -10.389 0.235
C -5.331 19.277 -13.563 0.440
O -5.002 18.308 -14.543 -0.647
N -4.881 20.495 -13.611 -0.356
N -6.187 19.081 -12.569 -0.032
H -4.197 20.640 -14.391 0.304
H -5.208 21.343 -13.065 0.203
H -6.464 18.140 -12.259 0.065
H -6.812 19.859 -12.298 0.376
C -11.123 14.185 -13.036 0.633
O -10.078 13.959 -13.831 -0.731
N -12.157 13.512 -13.373 -0.348
N -11.337 15.180 -12.180 -0.569
H -11.921 12.609 -13.783 0.275
H -13.109 13.649 -12.955 0.193
H -10.395 15.503 -11.764 0.519
H -12.152 15.195 -11.565 0.200
C -14.137 16.475 -14.914 -0.443
O -13.212 16.599 -16.019 -0.608
H -15.061 15.949 -15.092 0.376
H -14.498 17.465 -14.782 0.267
H -13.693 16.035 -14.064 -0.033
H -12.411 16.895 -15.672 0.414
C -13.222 18.175 -11.955 0.049
O -12.301 19.132 -12.232 -0.501
H -12.944 17.614 -11.064 0.231
H -13.092 17.423 -12.673 -0.441
H -14.218 18.565 -11.809 0.310
H -11.954 19.136 -13.108 0.331
C -6.624 15.729 -14.921 -0.635
O -6.741 15.418 -13.511 -0.556
H -5.792 15.342 -15.546 0.250
H -6.713 16.838 -15.008 0.122
H -7.498 15.442 -15.352 0.427
H -6.968 14.478 -13.431 0.250
C -9.660 20.898 -11.370 -0.303
O -8.257 20.607 -11.248 -0.698
H -9.908 21.343 -12.345 0.271
H -10.155 21.501 -10.570 0.281
H -10.083 19.873 -11.345 -0.077
H -8.218 19.714 -10.962 0.233
C -5.303 18.666 -17.524 -0.628
O -6.501 18.835 -16.865 -0.469
H -5.624 18.679 -18.532 0.299
H -4.793 17.760 -17.152 0.213
H -4.615 19.432 -17.434 0.288
H -6.410 19.050 -15.927 0.179

61
Properties=species:S:1:pos:R:3:mulliken_charge:R:1 method="wB97M-V/def2-TZVPD" charge=0 homo_lumo_gap_ev=8.74 smiles="CCN(CC)C(=O)Cn1cc(S(=O)(=O)CC(=O)N2CCCCCC2)c2ccccc21" e_homo_ev=-8.16
C -5.384 -1.644 1.928 -1.039
H -5.415 -2.443 2.664 0.392
H -4.793 -0.826 2.331 0.242
H -6.397 -1.283 1.767 0.320
C -4.786 -2.164 0.620 -0.720
N -4.755 -1.148 -0.411 0.302
C -3.731 -0.298 -0.642 0.944
O -3.764 0.550 -1.508 -0.630
C -2.487 -0.461 0.254 -1.427
N -1.571 0.615 0.025 0.626
C -0.429 0.549 -0.700 -0.505
C 0.179 1.773 -0.727 -0.160
C -0.629 2.666 0.030 0.221
C -0.529 4.015 0.361 -0.519
C -1.531 4.569 1.127 -0.671
C -2.621 3.809 1.560 -0.722
C -2.741 2.472 1.243 -0.747
C -1.734 1.901 0.475 0.310
H -3.597 1.900 1.569 0.399
H -3.389 4.284 2.152 0.406
H -1.483 5.613 1.398 0.393
H 0.308 4.595 0.006 0.495
S 1.789 2.078 -1.342 1.512
O 2.127 1.097 -2.343 -0.680
O 1.963 3.463 -1.689 -0.715
C 2.849 1.756 0.133 -1.065
C 2.731 0.279 0.381 0.502
O 1.813 -0.144 1.074 -0.718
N 3.610 -0.540 -0.224 0.536
C 3.454 -1.968 -0.027 -0.872
C 4.775 -2.690 0.259 -0.672
C 5.738 -1.880 1.131 -0.642
C 6.650 -0.961 0.316 -0.824
C 5.939 0.263 -0.260 -0.428
H 5.649 0.922 0.561 0.301
C 4.693 -0.101 -1.076 -1.204
H 4.360 0.742 -1.683 0.439
H 4.926 -0.915 -1.764 0.468
H 6.634 0.809 -0.900 0.334
H 7.465 -0.614 0.955 0.360
H 7.096 -1.537 -0.498 0.325
H 5.173 -1.295 1.858 0.324
H 6.372 -2.575 1.687 0.350
H 5.276 -2.950 -0.675 0.383
H 4.527 -3.627 0.760 0.392
H 2.979 -2.407 -0.913 0.249
H 2.772 -2.083 0.819 0.468
H 2.386 2.310 0.945 0.663
H 3.839 2.136 -0.082 0.386
H -0.099 -0.361 -1.160 0.487
H -2.772 -0.470 1.310 0.400
H -1.986 -1.402 0.010 0.394
C -5.940 -1.026 -1.246 -0.689
C -5.891 -1.976 -2.439 -1.106
H -5.820 -3.011 -2.113 0.291
H -6.789 -1.862 -3.039 0.393
H -5.028 -1.743 -3.057 0.290
H -6.822 -1.225 -0.633 0.333
H -5.980 0.005 -1.605 0.401
H -3.782 -2.551 0.796 0.379
H -5.398 -2.991 0.251 0.347

58
Properties=species:S:1:pos:R:3:mulliken_charge:R:1 method="wB97M-V/def2-TZVPD" charge=0 homo_lumo_gap_ev="4.38 / 4.28" e_homo_ev="-7.45 / -7.36"
Cd 0.806 0.169 -1.802 0.955
C -0.142 1.991 3.052 0.449
C 0.404 0.665 3.224 0.754
C -0.609 -0.305 2.904 0.174
C -1.661 0.457 2.334 0.931
C -1.383 1.874 2.449 0.368
C -2.204 2.986 1.933 -1.609
C -2.745 -0.199 1.562 -1.844
C -0.531 -1.784 2.893 -1.540
C 1.834 0.295 3.509 -1.452
C 0.707 3.229 3.296 -1.301
H -2.618 3.688 2.727 0.278
H -3.065 2.681 1.374 0.391
H -1.662 3.645 1.221 0.336
H -2.362 -0.729 0.715 0.391
H -3.481 0.493 1.180 0.420
H -3.284 -0.954 2.203 0.376
H 0.003 -2.152 3.769 0.466
H -0.015 -2.160 2.003 0.227
H -1.543 -2.178 2.889 0.370
H 1.998 -0.777 3.340 0.364
H 2.123 0.490 4.579 0.278
H 2.520 0.848 2.839 0.248
H 0.202 4.199 3.091 0.384
H 1.591 3.207 2.636 0.222
H 1.005 3.329 4.347 0.328
O -3.292 1.401 -2.751 -0.638
Cl 1.279 -1.260 -4.455 1.102
O 2.641 -1.491 -4.935 -0.540
O 1.181 0.246 -4.088 -0.715
O 1.136 -1.877 -3.038 -0.652
Se 3.467 2.161 -1.130 0.304
N 5.186 1.350 -0.972 -0.818
C 5.146 0.108 -0.538 0.907
C 6.230 -0.762 -0.180 -0.396
C 5.910 -2.046 0.207 -0.407
C 4.584 -2.525 0.111 -0.271
N 3.539 -1.754 -0.204 -0.383
C 3.769 -0.450 -0.474 0.542
N 2.814 0.480 -0.749 -0.337
H 7.224 -0.319 -0.260 0.455
H 6.703 -2.730 0.499 0.382
H 4.330 -3.598 0.289 0.395
C -5.281 -2.039 -2.733 -1.153
C -3.830 -2.421 -2.564 -0.398
C -2.903 -1.264 -2.963 0.095
N -2.200 -0.854 -1.869 -0.410
N -1.430 0.211 -2.091 0.240
C -2.078 1.340 -2.659 0.411
N -1.224 2.360 -2.991 -0.224
S -2.885 -0.935 -4.619 -0.206
H -5.987 -2.768 -2.350 0.379
H -5.466 -1.907 -3.806 0.301
H -5.565 -1.087 -2.273 0.294
H -3.627 -3.340 -3.108 0.246
H -3.512 -2.748 -1.555 0.301
H -0.230 2.182 -2.960 -0.025
H -1.518 3.328 -3.062 0.256

8
Properties=species:S:1:pos:R:3:mulliken_charge:R:1 method="wB97M-V/def2-TZVPD" charge=0 homo_lumo_gap_ev=9.11 e_homo_ev=-9.50
I 0.241 -0.062 3.185 0.064
I -1.784 1.744 0.640 0.087
C -0.764 -0.065 1.249 -0.738
H 0.121 -0.051 0.584 0.195
H -1.296 -1.021 1.081 0.397
O 1.231 0.187 -2.105 -0.650
H 1.884 -0.456 -2.464 0.325
H 0.365 -0.277 -2.171 0.321